1.
This record from OMol25 describes a cluster of 2 separate species, C5H12O4P in total at a distorted geometry. The level of theory is ωB97M-V/def2-TZVPD.

The value obtained for the maximum force is 4.39 eV/Å. The value obtained for the LUMO energy is 3.9094 eV. The calculation puts the gap between HOMO and LUMO at 0.2758 hartree. For the HOMO energy, the calculation gives -0.132 Ha. The charge is -1. The energy above the lowest of the compared OMol25 structures with the same formula, charge and spin is 47.9 kcal per mole.

```
22
Properties=species:S:1:pos:R:3:nbo_charge:R:1
C 3.0763 1.0415 0.6158 -0.6274
C -2.0375 1.0978 -1.3820 -0.2630
C -1.3971 -2.5227 0.4071 -0.2956
C 1.6246 0.9835 0.9587 -0.8059
C -1.5245 -0.3065 0.4245 0.1300
O 0.7013 0.5630 -1.6707 -1.1668
O 1.5061 -1.3981 -0.3530 -1.1788
O -2.2374 -0.2029 -0.8234 -0.5960
O -1.9429 -1.4044 1.1533 -0.5592
P 0.8285 -0.0709 -0.3498 2.0826
H 3.2742 0.3882 -0.2814 0.2326
H 3.3874 2.0694 0.2084 0.1881
H 3.8120 0.8504 1.3413 0.1987
H -1.0318 1.2764 -1.5099 0.2309
H -2.5472 1.9378 -0.8351 0.1299
H -2.5650 1.0093 -2.3763 0.1671
H -2.0041 -2.7865 -0.4802 0.1650
H -1.2640 -3.4877 0.9960 0.1615
H -0.4276 -2.2392 -0.0151 0.2391
H 1.0553 2.0161 0.8696 0.2154
H 1.5508 0.6106 2.0565 0.2283
H -1.8374 0.5748 1.0455 0.1234
```

=====

2.
This record from OMol25 describes a structure of composition C20H33N5O5S3TeZn at a distorted geometry. The level of theory is ωB97M-V/def2-TZVPD.

The value obtained for the maximum force is 2.98 eV/Å. The value obtained for the LUMO energy is -0.0327 eV. The calculation puts the gap between HOMO and LUMO at 0.2585 hartree. For the HOMO energy, the calculation gives -0.260 Ha. The energy above the lowest of the compared OMol25 structures with the same formula, charge and spin is 58.5 kcal per mole.

```
68
Properties=species:S:1:pos:R:3:nbo_charge:R:1
Zn 0.8979 -0.1658 -1.0739 1.6979
N -0.6192 3.0649 0.9943 -0.5924
C -0.5912 3.2518 2.3977 0.1114
C -0.8481 4.5895 2.7481 -0.1860
C -0.8768 5.0375 4.0477 -0.2304
C -0.6355 4.1390 5.0782 -0.2365
C -0.3733 2.8253 4.7595 -0.1912
C -0.3501 2.3309 3.4419 -0.1952
S -0.0357 0.6045 3.3266 -0.2806
N 0.2669 0.9710 0.3433 -1.0223
C -0.2457 2.0949 0.0902 0.3905
C -0.5244 2.4387 -1.3537 0.1660
C -1.3167 3.4897 -1.8099 -0.2388
C -1.4938 3.6676 -3.1719 -0.1460
C -0.8828 2.7908 -4.0535 -0.2534
C -0.1200 1.7656 -3.5217 0.0599
N 0.0508 1.5957 -2.2174 -0.5029
H -0.9261 3.9120 0.5515 0.3832
H -1.0290 5.3065 1.9522 0.1850
H -1.0691 6.0814 4.2579 0.2126
H -0.6550 4.4631 6.1102 0.2141
H -0.1753 2.1019 5.5386 0.2242
H -1.8130 4.1617 -1.1235 0.2145
H -2.1022 4.4812 -3.5441 0.2242
H -0.9919 2.8943 -5.1236 0.2283
H 0.3856 1.0495 -4.1606 0.1986
C -0.6968 -3.9950 0.9748 -0.8103
S 0.9162 -3.1760 0.6916 1.2883
C 1.2644 -3.1095 2.4727 -0.8168
O 0.4400 -1.8210 0.2115 -1.0702
H -0.5692 -4.8985 1.5690 0.2308
H -1.1327 -4.2489 0.0119 0.2228
H -1.3325 -3.2760 1.4902 0.2440
H 1.1961 -4.1206 2.8698 0.2358
H 0.5373 -2.4504 2.9469 0.2510
H 2.2738 -2.7348 2.5967 0.2575
C -1.1008 -4.2781 -2.7494 -0.6425
C -2.0626 -3.0808 -2.6725 0.0961
C -2.5240 -2.7065 -4.0831 -0.6177
C -3.2790 -3.4367 -1.8197 -0.6097
N -1.4706 -1.8911 -2.0455 -0.4820
N -0.1867 -1.5176 -2.5203 -0.7211
H -1.6657 -5.1938 -2.9259 0.2248
H -0.5428 -4.3997 -1.8189 0.1995
H -0.3830 -4.1715 -3.5645 0.2132
H -3.0813 -3.5303 -4.5302 0.2149
H -1.6751 -2.4830 -4.7330 0.1992
H -3.1665 -1.8265 -4.0371 0.2215
H -3.8625 -4.2191 -2.3034 0.2160
H -3.9080 -2.5562 -1.6856 0.2264
H -2.9733 -3.7938 -0.8336 0.2016
H -1.3887 -2.0043 -1.0414 0.3764
H -0.2962 -1.1607 -3.4613 0.3670
H 0.4559 -2.3093 -2.5691 0.3632
O 4.8811 -0.5036 -1.0941 -0.9566
S 3.5315 -0.5226 -0.6285 2.5785
O 3.1417 0.8424 -0.0442 -1.0477
O 2.5521 -0.7590 -1.7476 -1.1392
O 3.3021 -1.5166 0.4330 -1.0478
C 2.4259 2.4669 2.0594 -0.9405
Te 2.0673 0.3814 1.7334 1.6764
C 3.9658 0.1787 2.8864 -1.0005
H 3.4990 2.5747 1.9237 0.2336
H 2.1351 2.7631 3.0621 0.2364
H 1.9121 3.0719 1.3189 0.2234
H 3.8938 0.6835 3.8502 0.2173
H 4.7415 0.6496 2.2819 0.2317
H 4.2389 -0.8638 3.0407 0.2206
```

=====

3.
This record from OMol25 describes a cluster of 2 separate species, C4H12NO2 in total at a distorted geometry. The level of theory is ωB97M-V/def2-TZVPD.

The value obtained for the maximum force is 3.08 eV/Å. The value obtained for the LUMO energy is -3.2895 eV. The calculation puts the gap between HOMO and LUMO at 0.3718 hartree. For the HOMO energy, the calculation gives -0.493 Ha. The charge is +1. The energy above the lowest of the compared OMol25 structures with the same formula, charge and spin is 57.2 kcal per mole.

```
19
Properties=species:S:1:pos:R:3:nbo_charge:R:1
C -2.7820 -0.5989 -0.2781 -0.5257
C -1.8180 -1.4885 0.1720 0.1134
O -1.1868 -1.4315 1.3692 -0.6808
H -3.2313 -0.8168 -1.2427 0.2317
H -3.1655 0.1894 0.3519 0.2308
H -1.4720 -2.2984 -0.5100 0.1796
H -1.0164 -2.3287 1.6424 0.5012
C 1.4474 1.1529 0.4132 -0.0904
O 2.8188 1.0285 0.8477 -0.6943
C 1.3361 0.4129 -0.9259 -0.2292
N -0.0456 0.7026 -1.4771 -0.7005
H 1.1886 2.2385 0.2712 0.1713
H 0.7205 0.7035 1.1266 0.1950
H 2.8362 1.3055 1.7872 0.4931
H 2.0747 0.7657 -1.6084 0.2365
H 1.4704 -0.6252 -0.8711 0.2280
H -0.3309 1.6054 -1.0963 0.4351
H -0.6755 -0.0027 -1.0568 0.4571
H -0.2359 0.6993 -2.4767 0.4481
```

=====

4.
This record from OMol25 describes a cluster of 10 separate species, C4H28NO12 in total at a distorted geometry. The level of theory is ωB97M-V/def2-TZVPD.

The value obtained for the maximum force is 5.34 eV/Å. The value obtained for the LUMO energy is -2.7303 eV. The calculation puts the gap between HOMO and LUMO at 0.3870 hartree. For the HOMO energy, the calculation gives -0.487 Ha. The charge is +1. The energy above the lowest of the compared OMol25 structures with the same formula, charge and spin is 11.3 kcal per mole.

```
45
Properties=species:S:1:pos:R:3:nbo_charge:R:1
C -1.7813 -2.5595 0.5686 -0.0665
O -2.6489 -1.6588 1.2087 -0.7071
C -1.0071 -1.7871 -0.5897 -0.0657
C 0.1635 -2.6296 -0.9666 -0.5475
C 0.9797 -1.9435 -1.9946 0.7763
O 1.6461 -0.9772 -1.3034 -0.7413
O 0.9015 -2.1247 -3.1889 -0.5403
N -0.8467 -0.3363 -0.2645 -0.7472
H -0.9182 -2.8154 1.2493 0.1772
H -2.1216 -3.4876 0.1427 0.1985
H -3.4999 -1.7061 0.6862 0.4807
H -1.7862 -1.9153 -1.4750 0.2118
H -0.1655 -3.7364 -1.2093 0.2709
H 0.9214 -2.7327 -0.0887 0.2494
H 2.1364 -0.4058 -1.9492 0.5420
H -0.6676 -0.0823 0.7291 0.4713
H -1.7590 0.1044 -0.3815 0.4821
H -0.0870 0.1270 -0.7673 0.4754
H 1.2223 2.6551 -0.4014 0.4916
H 1.1763 1.5424 0.6659 0.4991
O 0.6780 2.0153 0.0004 -0.9913
H 0.2250 0.7117 2.8903 0.4968
H 1.0507 1.0685 4.1808 0.4768
O 0.5974 1.4594 3.4184 -0.9776
H -1.7011 2.9232 0.7198 0.4949
H -2.9058 2.4259 1.5281 0.4828
O -2.4735 2.3211 0.7045 -0.9738
H 3.2974 -0.6769 0.8302 0.4977
H 3.3574 -0.5610 2.3444 0.4904
O 3.0849 -1.2560 1.6473 -0.9322
H 2.1767 1.9342 2.5739 0.5097
H 3.5680 1.9362 1.9334 0.4856
O 2.6587 1.6715 1.7877 -1.0013
H -1.2803 1.3524 -2.6777 0.4932
H -0.9185 2.8753 -2.6880 0.4898
O -0.7271 2.0055 -3.0783 -0.9548
H -3.7402 0.1943 -1.9262 0.5009
H -3.3857 1.7033 -1.5846 0.5047
O -3.0192 0.8577 -1.6890 -0.9803
H 1.5582 -0.9668 1.9026 0.5016
H 0.2608 -1.3930 2.7196 0.4911
O 0.6746 -0.8434 2.0967 -1.0063
H 0.9166 1.3296 -2.7888 0.5112
H 2.2871 2.0477 -3.0240 0.4898
O 1.9018 1.3338 -2.4918 -1.0100
```